C4H5ClFN in the gas phase, computed with ωB97M-V/def2-TZVPD.

Last column: Mulliken charge in e.
CARTESIAN COORDINATES (ANGSTROEM)
F (0.9367, 0.7356, -2.3552)  -0.30
C (0.1479, 0.2701, -1.2233)  0.24
C (-0.0342, 1.1898, -0.1793)  0.26
Cl (0.2325, 2.8601, -0.1934)  -0.17
C (-0.1989, 0.4651, 1.1885)  -0.48
N (-0.1510, -1.0241, 0.7918)  -0.49
C (0.2492, -1.1617, -0.7233)  -0.32
H (-1.1441, 0.8284, 1.7315)  0.23
H (0.5221, 0.6992, 1.9562)  0.27
H (-1.1774, -1.3453, 0.9708)  0.29
H (1.2001, -1.6364, -0.8450)  0.25
H (-0.5827, -1.8806, -1.1193)  0.21

Properties
* HOMO: -9.089 eV
* ΔE to the lowest compared entry with this formula, charge and spin: 31.5 kcal per mole
* LUMO: 0.6816 eV
* structure (SMILES): FC1=C(Cl)CNC1
* frontier orbital gap: 9.8 eV

An isolated ion of composition C7H15N2 and charge +1, computed with ωB97M-V/def2-TZVPD.

Last column: Mulliken charge in e.
CARTESIAN COORDINATES (ANGSTROEM)
C (2.8046, 0.7590, -0.6479)  -0.29
N (1.5445, 0.7143, -0.6632)  -0.36
C (0.7724, 0.5224, 0.4316)  0.38
C (0.8862, 0.9157, 1.6872)  -0.94
N (-0.5798, -0.2774, 0.0100)  0.11
C (-1.3727, 0.6986, -0.7874)  -0.39
C (-1.8520, 1.8742, 0.0458)  -1.16
C (-0.2785, -1.5199, -0.7329)  -0.33
C (-0.0507, -2.6862, 0.2098)  -1.22
H (3.3127, 0.9973, -1.5711)  0.29
H (3.4150, 0.5614, 0.2317)  0.26
H (0.1297, 0.7700, 2.4387)  0.29
H (1.7640, 1.4533, 2.0008)  0.32
H (-1.0754, -0.4980, 0.8803)  0.43
H (-0.7276, 1.0420, -1.6002)  0.36
H (-2.2328, 0.1807, -1.2197)  0.41
H (-2.5279, 1.5529, 0.8350)  0.33
H (-1.0237, 2.4218, 0.4887)  0.34
H (-2.3933, 2.5628, -0.5977)  0.40
H (-1.1247, -1.7379, -1.3879)  0.36
H (0.5965, -1.3373, -1.3594)  0.32
H (0.1835, -3.5731, -0.3718)  0.39
H (0.7772, -2.5010, 0.8894)  0.34
H (-0.9474, -2.8955, 0.7901)  0.36

Properties
* HOMO: -13.849 eV
* ΔE to the lowest compared entry with this formula, charge and spin: 35.6 kcal per mole
* LUMO: -3.7464 eV
* structure (SMILES): C=NC(=C)[NH+](CC)CC
* total charge: +1
* frontier orbital gap: 10.1 eV

A 2-piece molecular cluster, C7H10NPS2 overall, computed with ωB97M-V/def2-TZVPD.

Last column: Mulliken charge in e.
CARTESIAN COORDINATES (ANGSTROEM)
C (0.6124, -0.9290, -2.7263)  -0.34
C (1.8870, -0.9983, -2.1390)  -0.36
C (-0.4001, -0.1715, -2.1428)  -0.72
C (2.1699, -0.3013, -1.0080)  -0.35
C (-0.1035, 0.5492, -0.9922)  0.02
C (1.1556, 0.4317, -0.3777)  0.23
C (-0.4658, -0.7908, 2.1991)  -0.67
N (0.8957, -0.2917, 2.3237)  -0.22
P (1.5077, 0.9821, 1.3651)  0.28
S (3.3315, 1.3112, 1.8944)  -0.41
S (-1.9754, 3.3058, 0.8552)  -0.18
H (0.4175, -1.5223, -3.6557)  0.30
H (2.7594, -1.6380, -2.5624)  0.26
H (-1.4076, -0.1859, -2.4121)  0.45
H (3.2099, -0.1816, -0.6268)  0.25
H (-0.9391, 0.9270, -0.3543)  0.24
H (-1.2078, -0.0109, 1.9094)  0.20
H (-0.6820, -1.5005, 1.3069)  0.22
H (-0.6866, -1.1017, 3.2903)  0.33
H (1.3330, -0.2302, 3.1691)  0.27
H (-1.3486, 3.0718, -0.4092)  0.21

Properties
* spin multiplicity: 3
* HOMO (spin up / spin down): -7.609 / -8.832 eV
* ΔE to the lowest compared entry with this formula, charge and spin: 0.0 kcal per mole
* LUMO (spin up / spin down): 0.5385 / -2.7197 eV
* frontier orbital gap (spin up / spin down): 8.1 / 6.1 eV

An isolated ion of composition C5H6ClN2 and charge +1, computed with ωB97M-V/def2-TZVPD.

Last column: Mulliken charge in e.
CARTESIAN COORDINATES (ANGSTROEM)
C (0.9080, 1.9581, 0.0102)  -0.76
N (0.4431, 0.6302, 0.0313)  -0.31
C (1.2303, -0.3492, 0.0223)  0.22
C (0.6277, -1.6700, 0.0672)  -0.48
C (-0.6938, -1.8410, 0.0711)  -0.22
N (-1.6123, -0.8424, -0.0192)  -0.03
C (-2.4845, -0.0601, 0.0273)  0.61
Cl (-3.8160, 0.7385, 0.0341)  -0.01
H (0.4837, 2.4899, -1.0356)  0.24
H (0.5414, 2.3854, 0.9472)  0.28
H (2.0062, 2.1334, -0.0759)  0.33
H (2.3815, -0.2637, -0.0543)  0.30
H (1.1698, -2.5808, -0.0579)  0.35
H (-1.1851, -2.7285, 0.0320)  0.47

Properties
* HOMO: -13.819 eV
* ΔE to the lowest compared entry with this formula, charge and spin: 41.6 kcal per mole
* LUMO: -5.1296 eV
* structure (SMILES): C/N=C/C=C\[N+]#CCl
* total charge: +1
* frontier orbital gap: 8.7 eV

C9H9NO3 in the gas phase, computed with ωB97M-V/def2-TZVPD.

Last column: Mulliken charge in e.
CARTESIAN COORDINATES (ANGSTROEM)
C (-0.5873, 0.4746, -0.2545)  0.53
C (-0.4860, -0.8947, 0.0068)  -0.13
C (-1.9448, 0.7480, -0.3165)  -0.10
C (-1.7174, -1.4192, 0.1442)  -0.39
C (1.3495, 1.0182, 1.0959)  -0.63
C (2.1700, -0.0160, 1.1075)  -0.52
C (1.5882, 0.5238, -1.2669)  -0.83
C (0.7012, 1.2558, -0.1906)  0.24
C (2.0227, -0.6103, -0.2604)  0.45
N (-2.6455, -0.3396, -0.0363)  0.09
O (-2.6341, 1.9336, -0.3963)  -0.58
O (-2.2046, -2.7073, 0.3139)  -0.53
O (2.6074, -1.7397, -0.7259)  -0.55
H (1.1649, 1.7782, 1.9046)  0.30
H (2.9360, -0.3432, 1.8705)  0.38
H (1.0728, 0.0282, -2.1650)  0.30
H (2.4192, 1.1474, -1.6276)  0.29
H (0.4687, 2.3277, -0.4161)  0.51
H (-3.5755, -0.5376, 0.0642)  0.10
H (-2.3515, 2.6818, 0.1817)  0.35
H (-2.9492, -2.8334, 1.0146)  0.36
H (2.5953, -2.4764, -0.0478)  0.38

Properties
* spin multiplicity: 3
* HOMO (spin up / spin down): -5.189 / -7.279 eV
* ΔE to the lowest compared entry with this formula, charge and spin: 48.7 kcal per mole
* LUMO (spin up / spin down): 0.2590 / -1.4536 eV
* frontier orbital gap (spin up / spin down): 5.4 / 5.8 eV

An isolated ion of composition C4H10NS and charge -1, computed with ωB97M-V/def2-TZVPD.

Last column: Mulliken charge in e.
CARTESIAN COORDINATES (ANGSTROEM)
C (0.1733, 0.2334, -2.1126)  -0.71
N (0.6163, -0.8858, -1.4149)  -0.40
C (-0.0895, -0.9733, -0.0311)  -0.78
C (0.3758, 0.0074, 1.0692)  -0.46
C (-0.8234, 0.6821, 1.8084)  -0.70
S (-0.0281, 1.1135, 3.2907)  -0.70
H (-0.8690, 0.1684, -2.5634)  0.19
H (0.8047, 0.5232, -3.0271)  0.29
H (0.1508, 1.1417, -1.4186)  0.26
H (1.5786, -0.9420, -1.2379)  0.26
H (0.0062, -1.9472, 0.3605)  0.38
H (-1.2211, -1.0061, -0.3312)  0.30
H (0.9039, 0.9305, 0.7534)  0.26
H (1.2692, -0.4182, 1.6324)  0.33
H (-1.4956, -0.0700, 2.0358)  0.25
H (-1.3522, 1.4426, 1.1863)  0.23

Properties
* HOMO: -1.973 eV
* ΔE to the lowest compared entry with this formula, charge and spin: 40.3 kcal per mole
* LUMO: 3.7675 eV
* structure (SMILES): CNCCC[S-]
* total charge: -1
* frontier orbital gap: 5.7 eV

C13H28FeN4O7 as an isolated structure, computed with ωB97M-V/def2-TZVPD.

Last column: Mulliken charge in e.
CARTESIAN COORDINATES (ANGSTROEM)
O (-0.0461, 0.1459, -4.6388)  -0.50
H (-0.4331, -0.0219, -5.5133)  0.31
Fe (-0.0094, 0.0096, -0.1317)  -1.82
N (0.0890, 1.5087, 0.9420)  1.20
N (1.2288, 0.8339, -1.1780)  1.43
N (-1.0262, -0.8993, 1.0956)  0.90
N (-0.1947, -1.4858, -1.1641)  0.83
O (-0.6514, 1.8527, 1.9754)  -0.68
O (-1.2740, -0.4940, 2.3599)  -0.55
O (0.4014, -1.7154, -2.3585)  -0.52
O (1.7654, 0.4088, -2.2868)  -0.66
C (1.7444, 1.9708, -0.6153)  0.31
C (1.1371, 2.3209, 0.6202)  0.19
C (-1.3419, -2.1720, 0.7430)  0.34
C (-0.8528, -2.5147, -0.5626)  0.48
C (1.5399, 3.3949, 1.5631)  -1.41
H (1.8235, 2.9733, 2.5407)  0.30
H (0.7114, 4.0968, 1.7415)  0.34
H (2.4007, 3.9559, 1.1759)  0.39
C (2.9315, 2.5603, -1.2680)  -1.50
H (2.7653, 2.7498, -2.3348)  0.36
H (3.7815, 1.8667, -1.2149)  0.31
H (3.2112, 3.4965, -0.7833)  0.43
C (-1.9324, -3.1429, 1.7025)  -1.59
C (-0.8869, -3.8797, -1.1440)  -1.66
H (-2.5073, -2.6406, 2.4915)  0.43
H (-1.1252, -3.7201, 2.1890)  0.28
H (-2.5901, -3.8557, 1.1866)  0.42
H (-0.1926, -3.9588, -1.9881)  0.42
H (-1.8936, -4.1550, -1.4902)  0.39
H (-0.6115, -4.6220, -0.3823)  0.39
H (-1.0570, 0.5616, 2.3026)  0.50
H (1.0151, -0.8464, -2.5018)  0.43
C (-1.0262, 0.8011, -3.8247)  -0.30
H (-0.5147, 1.5328, -3.1928)  0.02
H (-1.5161, 0.0634, -3.1852)  0.08
H (-1.7789, 1.3043, -4.4510)  0.46
O (-2.6785, 1.6627, -0.6652)  -0.57
H (-3.2206, 0.9014, -0.3757)  0.31
H (-2.4404, 2.1271, 0.1657)  0.32
C (3.2402, -2.0231, 2.9386)  -0.64
C (3.1131, -3.0554, 1.8122)  -0.64
C (2.7170, -2.2223, 0.6004)  -0.33
O (2.0786, -1.0242, 1.0852)  0.05
C (2.3368, -0.8801, 2.4971)  -0.36
H (2.9283, -2.4184, 3.9057)  0.32
H (4.2709, -1.6672, 3.0229)  0.28
H (2.3101, -3.7669, 2.0448)  0.25
H (4.0254, -3.6192, 1.6315)  0.39
H (3.5997, -1.9251, 0.0139)  0.32
H (2.0189, -2.7386, -0.0694)  0.10
H (1.3747, -0.9219, 3.0248)  0.23
H (2.7792, 0.1144, 2.6524)  0.23

Properties
* spin multiplicity: 6
* HOMO (spin up / spin down): -10.238 / -12.471 eV
* ΔE to the lowest compared entry with this formula, charge and spin: 0.0 kcal per mole
* LUMO (spin up / spin down): -4.5796 / -6.0514 eV
* total charge: +1
* frontier orbital gap (spin up / spin down): 5.7 / 6.4 eV

C20H25ClN2OV as an isolated structure, computed with ωB97M-V/def2-TZVPD.

Last column: Mulliken charge in e.
CARTESIAN COORDINATES (ANGSTROEM)
C (-2.5742, 1.9356, -5.1502)  1.25
C (-3.5406, 0.8288, -5.2017)  -1.20
C (-2.9815, 3.2278, -4.5787)  -1.21
C (-1.3276, 1.8466, -5.9244)  -1.20
Cl (-0.8415, 0.4944, -1.7841)  -0.35
H (-3.5099, 3.8601, -5.3097)  0.38
H (-2.1089, 3.7972, -4.2385)  0.37
H (-3.6630, 3.0840, -3.7325)  0.37
H (-4.2024, 0.8927, -6.0800)  0.38
H (-4.1864, 0.8314, -4.3161)  0.37
H (-3.0257, -0.1369, -5.2620)  0.37
H (-1.4648, 2.1527, -6.9737)  0.38
H (-0.9500, 0.8179, -5.9406)  0.37
H (-0.5567, 2.5005, -5.5009)  0.37
C (-0.8328, -0.9812, 2.1085)  -0.49
C (-0.9375, 0.4576, 2.1359)  -0.74
C (-1.8903, 0.8444, 1.1262)  -0.21
H (-0.4608, 1.1085, 2.8711)  0.61
C (-2.3729, -0.3548, 0.4914)  -0.60
C (-1.7160, -1.4678, 1.0783)  -0.27
H (-1.9253, -2.5123, 0.8529)  0.55
H (-0.3257, -1.5753, 2.8627)  0.66
H (-2.2597, 1.8557, 0.9626)  0.49
H (-3.1440, -0.4180, -0.2731)  0.49
C (2.4796, -0.1912, 0.0337)  -0.11
C (2.0067, 0.4383, 1.2440)  -0.55
C (1.4043, 1.7040, 0.8603)  -0.61
H (2.2265, 0.1287, 2.2669)  0.59
C (1.4698, 1.8134, -0.5545)  -0.37
C (2.0953, 0.6198, -1.0747)  -0.50
H (2.2879, 0.3815, -2.1192)  0.44
H (3.1277, -1.0604, -0.0342)  0.48
H (1.1044, 2.4862, 1.5612)  0.53
H (1.1716, 2.6793, -1.1365)  0.48
V (0.1093, -0.1110, 0.2209)  0.23
N (1.3530, -6.7090, -1.4728)  -0.28
C (0.8147, -5.4700, -1.6552)  0.43
O (0.1593, -5.1732, -2.6413)  -0.60
C (1.0838, -4.4965, -0.5486)  0.49
C (1.7963, -4.8180, 0.6297)  -0.35
C (1.9889, -3.8400, 1.5829)  -1.56
C (1.4704, -2.5776, 1.3483)  0.02
N (0.8000, -2.2168, 0.2243)  0.89
C (0.5829, -3.1919, -0.7083)  -0.74
H (1.2204, -7.4076, -2.1951)  0.25
H (1.9122, -6.9609, -0.6676)  0.12
H (2.1874, -5.8186, 0.7937)  0.33
H (2.5273, -3.9938, 2.5238)  0.44
H (1.6129, -1.8203, 2.1239)  0.27
H (-0.0069, -2.9024, -1.5949)  0.53

Properties
* spin multiplicity: 2
* HOMO (spin up / spin down): -14.417 / -14.329 eV
* ΔE to the lowest compared entry with this formula, charge and spin: 0.0 kcal per mole
* LUMO (spin up / spin down): -7.9340 / -7.9323 eV
* total charge: +2
* frontier orbital gap (spin up / spin down): 6.5 / 6.4 eV

Number 1: F_max 0.08460 Eh/bohr. Number 2: F_max 0.05166 Eh/bohr. Number 3: F_max 0.08667 Eh/bohr. Number 4: F_max 0.10470 Eh/bohr. Number 5: F_max 0.08391 Eh/bohr. Number 6: F_max 0.07376 Eh/bohr. Number 7: F_max 0.06698 Eh/bohr. Number 8: F_max 0.04853 Eh/bohr.